[1]
This record from OMol25 describes a cluster of 2 separate species, C5H12O in total. The level of theory is wB97M-V/def2-TZVPD.

F_max: 0.0084 Eh/bohr
Energy relative to the best compared isomer or geometry (same formula, charge and spin): 4.013 eV
Gap between HOMO and LUMO: 8.70 eV
Spin multiplicity: 1
Charge: 0

Atoms and positions in Å:
1 C -1.24657 1.08460 -1.80586
2 C -0.33856 -1.19074 0.27947
3 C -1.58994 -1.23112 1.07330
4 C 0.70074 -0.37186 0.92012
5 C 1.82440 0.11727 0.02325
6 O 2.87942 0.55369 0.86086
7 H -0.59805 1.52711 -2.56638
8 H -1.23328 1.70997 -0.90734
9 H -2.26778 1.02152 -2.19103
10 H -0.88661 0.07597 -1.56718
11 H -1.59072 -0.76560 2.07150
12 H -2.00081 -2.24415 1.12295
13 H -2.30969 -0.67987 0.44779
14 H 0.36518 0.41886 1.61499
15 H 1.12251 -1.16887 1.57345
16 H 1.45669 0.93906 -0.61146
17 H 2.13306 -0.70376 -0.63943
18 H 3.58000 0.90791 0.30100

---

[2]
This record from OMol25 describes a cluster of 2 separate species, C5H12O in total. The level of theory is wB97M-V/def2-TZVPD.

SMILES: C/C=C/CC.O
F_max: 0.0301 Eh/bohr
Energy relative to the best compared isomer or geometry (same formula, charge and spin): 1.101 eV
Gap between HOMO and LUMO: 10.04 eV
Spin multiplicity: 1
Charge: 0

Atoms and positions in Å:
1 C -0.28450 -0.73321 -2.39538
2 C -0.82351 -1.35023 -1.12103
3 C 0.05261 -1.02382 0.07442
4 C -0.28084 -0.10599 0.97101
5 C 0.28091 0.10524 2.34552
6 H -0.63536 -1.20043 -3.33312
7 H 0.79673 -0.87617 -2.47050
8 H -0.48273 0.32832 -2.55936
9 H -0.78193 -2.44127 -1.17577
10 H -1.84892 -1.11706 -0.87272
11 H 0.95026 -1.61063 0.27335
12 H -1.17329 0.47568 0.73581
13 H 0.68413 -0.78891 2.81442
14 H -0.48720 0.49168 3.01454
15 H 1.08580 0.84201 2.30817
16 H 0.42038 2.74181 1.01093
17 H 0.21559 2.33025 -0.43476
18 O 0.91073 2.51054 0.21447

---

[3]
This record from OMol25 describes an isolated molecule of C5H12O. The level of theory is wB97M-V/def2-TZVPD.

SMILES: CCCOCC
F_max: 0.0056 Eh/bohr
Energy relative to the best compared isomer or geometry (same formula, charge and spin): 0.610 eV
Gap between HOMO and LUMO: 10.80 eV
Spin multiplicity: 1
Charge: 0

Atoms and positions in Å:
1 C -0.06171 -0.99743 -2.71212
2 C -0.08857 0.17405 -1.73304
3 C -0.39171 -0.28996 -0.31922
4 O -0.41508 0.82454 0.54090
5 C -0.45493 0.48520 1.91451
6 C 0.87275 0.80270 2.58377
7 H 0.16647 -0.66518 -3.72953
8 H -1.02945 -1.51266 -2.73919
9 H 0.70020 -1.73259 -2.42580
10 H -0.84520 0.90998 -2.03108
11 H 0.87711 0.69387 -1.72578
12 H -1.36523 -0.81058 -0.29130
13 H 0.37358 -1.01652 0.00499
14 H -0.70611 -0.57876 2.04042
15 H -1.26570 1.06200 2.37395
16 H 0.85738 0.51581 3.64122
17 H 1.08819 1.87380 2.51529
18 H 1.68803 0.26173 2.09202